A cluster of 14 separate species, C28H84O26 in total in a non-equilibrium geometry. Source: OMol25; level of theory: ωB97M-V/def2-TZVPD.

The geometry in XYZ format:
```
138
C28H84O26 (ωB97M-V/def2-TZVPD)
C -1.353 0.372 -4.110
C -1.548 -0.546 -5.312
O -0.629 -1.587 -5.384
O -1.248 -0.316 -2.786
H -2.308 0.895 -3.997
H -0.492 1.057 -4.303
H -1.423 0.109 -6.235
H -2.584 -0.917 -5.232
H -0.941 -2.348 -4.842
H -0.655 0.254 -2.215
C -3.561 2.813 4.738
C -2.417 3.288 3.876
O -2.246 2.453 2.762
O -4.740 2.693 4.003
H -3.697 3.437 5.673
H -3.233 1.896 5.147
H -1.467 3.315 4.491
H -2.504 4.323 3.443
H -2.453 1.525 2.919
H -4.601 2.337 3.157
C -4.025 -1.997 0.068
C -3.532 -2.794 1.267
O -4.604 -3.243 2.052
O -4.964 -0.994 0.501
H -4.570 -2.667 -0.489
H -3.177 -1.505 -0.459
H -2.846 -2.171 1.801
H -3.021 -3.700 0.893
H -4.741 -2.597 2.807
H -5.825 -1.420 0.399
C -0.206 3.871 -3.366
C 0.800 4.312 -2.302
O 1.698 3.343 -1.866
O 0.424 3.626 -4.624
H -0.812 4.754 -3.525
H -0.804 3.010 -3.135
H 0.155 4.570 -1.387
H 1.334 5.147 -2.772
H 2.548 3.240 -2.446
H 0.977 2.770 -4.552
C 3.678 3.364 -5.534
C 3.588 1.966 -5.163
O 2.251 1.496 -5.102
O 3.185 4.281 -4.563
H 3.160 3.509 -6.531
H 4.745 3.566 -5.791
H 4.168 1.870 -4.263
H 4.113 1.431 -5.967
H 2.209 0.508 -5.002
H 2.215 4.285 -4.587
C 2.829 -3.032 -3.541
C 2.327 -1.633 -3.328
O 1.973 -1.047 -4.659
O 1.738 -3.786 -4.126
H 3.018 -3.531 -2.623
H 3.734 -3.034 -4.225
H 3.003 -0.884 -2.804
H 1.369 -1.675 -2.686
H 0.999 -1.243 -4.844
H 1.978 -3.944 -5.040
C 1.982 -1.279 4.571
C 2.976 -0.814 3.580
O 3.090 -1.736 2.532
O 0.673 -1.432 3.967
H 1.864 -0.685 5.469
H 2.194 -2.320 4.900
H 3.910 -0.695 4.126
H 2.712 0.179 3.107
H 2.451 -1.477 1.876
H 0.824 -1.617 2.999
C 0.618 1.444 0.273
C -0.021 0.230 0.953
O 0.823 -0.912 1.173
O 0.624 1.103 -1.087
H 1.607 1.686 0.643
H 0.011 2.287 0.540
H -0.933 0.039 0.400
H -0.314 0.538 1.972
H 0.506 -1.614 0.525
H 1.043 1.784 -1.563
C 1.132 3.472 3.005
C 2.361 3.904 2.284
O 3.389 3.142 3.008
O 1.236 3.505 4.428
H 0.899 2.518 2.593
H 0.311 4.065 2.678
H 2.465 4.963 2.297
H 2.218 3.527 1.251
H 4.226 3.034 2.470
H 2.056 3.071 4.584
C -0.343 -3.590 -1.573
C -1.604 -4.027 -2.286
O -1.956 -3.138 -3.386
O -0.312 -2.240 -1.323
H 0.581 -3.879 -2.093
H -0.299 -4.118 -0.572
H -2.506 -4.067 -1.606
H -1.413 -5.047 -2.635
H -1.913 -2.261 -2.944
H -0.458 -1.685 -2.133
C -3.235 2.701 -0.750
C -4.630 2.426 -0.239
O -4.641 1.624 0.845
O -2.448 3.464 0.162
H -3.245 3.281 -1.658
H -2.778 1.650 -0.974
H -5.187 2.008 -1.160
H -5.079 3.381 0.012
H -4.810 0.673 0.638
H -2.519 3.104 1.067
C -2.835 -1.227 4.514
C -2.235 -1.203 5.867
O -1.224 -2.166 6.007
O -2.122 -0.500 3.519
H -3.886 -0.935 4.477
H -2.931 -2.270 4.321
H -2.925 -1.503 6.649
H -1.892 -0.165 6.101
H -0.687 -2.088 5.244
H -1.216 -0.847 3.549
C 4.245 -0.159 -0.184
C 4.886 -1.348 -0.828
O 5.179 -1.156 -2.172
H 3.167 -0.108 -0.433
H 4.716 0.754 -0.490
H 4.409 -0.195 0.879
H 4.374 -2.279 -0.728
H 5.836 -1.551 -0.302
H 5.712 -0.391 -2.354
C 0.756 -5.119 3.561
C 0.688 -4.644 2.158
O -0.592 -4.893 1.652
H 0.414 -6.144 3.559
H 0.156 -4.615 4.322
H 1.780 -5.093 3.995
H 1.457 -5.216 1.590
H 0.911 -3.581 2.085
H -1.267 -4.604 2.217
```

Its calculated total energy is -3073.23751 a.u. The value obtained for the highest occupied orbital energy is -9.433 eV. The value obtained for the gap between HOMO and LUMO is 9.686 eV. The value obtained for the molar mass is 836.95 g/mol. The net charge is 0.